2 unconnected molecules or ions with the total composition C12H12N2O2. Source: the OMol25 dataset; level of theory: ωB97M-V with the def2-TZVPD basis set.

The value obtained for the total energy is -724.1946 a.u. The energy relative to the best compared isomer or geometry (same formula, charge and spin) is 207.4 kcal/mol. Its HOMO energy (alpha / beta) is -7.941 / -7.939 eV. The molar mass comes out at 216.2 g/mol. As for the SMILES: [O-]/[N+](O)=C1/CCc2ccccc21.[H]/N=C\C#C.

```
28
Properties=species:S:1:pos:R:3:forces:R:3
C -3.15872 -3.01067 2.09780 -1.93 -0.43 0.98
C -2.96625 -2.31009 1.13198 0.61 -0.41 0.99
C 3.11043 0.06608 -2.11290 -1.60 -0.44 0.67
C 2.85774 -1.00636 -1.29735 -0.42 -0.73 2.13
C 2.31439 1.19473 -1.97968 1.95 2.28 -3.44
C 1.79565 -0.91712 -0.34781 0.71 0.20 0.86
C 1.29444 1.30109 -1.13122 -3.22 -0.19 1.16
C 0.95022 0.19201 -0.32548 0.06 0.82 0.18
C 0.30529 2.46880 -0.92543 2.44 -0.76 3.14
C -0.72018 1.95245 0.16033 -0.16 -0.27 -1.54
C -0.25712 0.54580 0.50667 1.87 -0.74 2.45
C -2.59831 -1.30690 0.17404 -0.91 0.21 -0.28
N -1.50782 -1.25617 -0.48066 -3.75 2.70 -1.05
N -0.41242 -0.12116 1.66896 0.06 0.73 -0.12
O 0.24276 -1.12620 2.08823 -0.94 0.93 -0.61
O -1.54285 0.25983 2.52278 0.88 3.61 -4.99
H -3.73882 -3.49307 2.93821 1.48 0.59 -1.47
H 3.74175 -0.00502 -2.93324 1.53 0.01 -1.07
H 3.52237 -1.88694 -1.17118 -0.49 0.71 -0.60
H 2.53170 2.05057 -2.72663 -0.39 -1.28 1.40
H 1.78852 -1.52989 0.56597 -0.30 -0.37 -1.01
H 0.89299 3.22183 -0.35905 -0.20 0.08 -0.78
H -0.10903 2.91000 -1.78896 -0.55 0.25 -0.95
H -0.75987 2.59228 1.04348 -0.16 -0.13 -0.17
H -1.62761 2.03993 -0.44767 -0.58 -0.61 0.97
H -1.59178 -0.32425 3.20558 0.53 -3.27 2.92
H -3.41446 -0.53429 0.13513 1.06 -0.43 -0.60
H -0.94301 -1.96728 -0.21188 2.42 -3.03 0.85
```
Forces are in eV/Å.


A molecular structure, C12H12N2O2S. Source: the OMol25 dataset; level of theory: ωB97M-V with the def2-TZVPD basis set.

The value obtained for the total energy is -1122.1974 a.u. The energy relative to the best compared isomer or geometry (same formula, charge and spin) is 304.8 kcal/mol. Its HOMO energy is -7.526 eV. The molar mass comes out at 248.3 g/mol.

```
29
Properties=species:S:1:pos:R:3:forces:R:3
N 4.13507 0.34641 -0.30020 2.63 1.36 -3.84
C 3.05563 -0.32146 -0.10091 -7.58 -3.49 0.95
C 2.30430 -0.80475 -1.14178 -3.34 -2.43 2.30
C 0.98636 -1.52250 -0.86972 3.60 1.61 -1.01
C 0.45962 -1.68565 0.30353 1.00 2.76 6.55
C 1.12550 -1.01517 1.52650 2.52 -1.54 -8.12
C 2.31338 -0.47303 1.37039 2.78 0.57 -6.43
H 2.95677 0.11588 1.88270 1.03 1.43 3.27
H 0.75332 -0.91987 2.39409 -3.41 0.11 6.25
N -0.76660 -2.15695 0.70683 1.00 -3.16 -16.41
S -2.19519 -1.49330 -0.20177 1.93 -9.97 -5.70
O -3.37855 -2.03146 0.43160 0.58 1.48 0.55
O -1.93438 -2.36593 -1.66374 -0.79 5.02 5.14
C -2.02701 0.18370 -0.18709 4.94 -4.02 -10.18
C -2.52501 0.76178 0.75398 -6.98 4.14 15.42
C -2.44211 2.12216 1.06162 3.06 1.12 -4.94
C -1.71881 2.66161 -0.05735 -4.17 9.15 8.11
C -1.32950 2.07360 -1.13386 4.53 7.74 -8.06
C -1.33507 0.85807 -1.33934 -4.32 -6.39 7.60
H -1.13232 0.22575 -2.00649 2.14 -4.14 -5.98
H -0.86392 2.65005 -2.11871 -1.15 -0.62 2.90
H -1.75605 3.99170 0.09164 0.73 -4.12 -1.06
H -2.74293 2.81723 1.84683 -0.22 -1.07 -0.03
H -3.06038 0.27405 1.84587 1.37 0.20 -3.85
H -1.06137 -1.97323 1.44988 -4.46 3.29 15.45
H 0.43621 -1.92948 -1.63630 -0.86 -0.78 -2.16
H 2.53369 -1.06913 -2.12873 1.25 0.67 -1.41
H 4.57093 0.24504 -1.27906 -0.58 0.38 2.64
H 4.63841 0.43489 0.49962 2.75 0.70 2.04
```
Forces are in eV/Å.


A single C12H12N2S molecule. Source: the OMol25 dataset; level of theory: ωB97M-V with the def2-TZVPD basis set.

The value obtained for the total energy is -972.1650 a.u. The energy relative to the best compared isomer or geometry (same formula, charge and spin) is 3.1 kcal/mol. Its HOMO energy is -8.057 eV. The molar mass comes out at 216.3 g/mol. As for the SMILES: Cc1[nH]c2ccccc2c1[C@@](C)(S)C#N.

```
27
Properties=species:S:1:pos:R:3:forces:R:3
C 1.18063 -0.88102 -2.54984 0.08 0.05 -0.39
C 0.27016 2.04352 2.59644 0.19 0.06 0.09
C -1.10636 2.19057 2.77885 -0.11 0.04 0.04
C 0.79228 1.27697 1.57835 0.04 0.03 0.03
C -1.99696 1.57006 1.93314 -0.04 0.03 0.03
C -0.08091 0.62298 0.70494 -0.41 0.13 0.17
C 0.02828 -0.24509 -0.41983 1.58 -2.01 -1.84
C -1.47759 0.79481 0.90713 0.43 0.23 0.27
C -1.23861 -0.57252 -0.83695 0.28 0.10 -0.01
C -1.68697 -1.47468 -1.93087 -0.01 0.04 -0.03
C 2.62528 -0.36529 -0.68523 0.14 0.07 0.03
C 1.31318 -0.99943 -1.12617 -1.81 1.08 2.34
N 1.11561 -0.77716 -3.68704 -0.06 0.07 -0.62
N -2.14056 0.07265 -0.04187 -0.26 -0.12 -0.11
S 1.25635 -2.79753 -0.65747 -0.03 0.34 0.08
H 0.94175 2.54452 3.27845 0.07 0.04 0.03
H -1.47206 2.79819 3.59323 -0.04 0.04 0.05
H 1.86203 1.19541 1.47005 0.07 -0.02 -0.01
H -3.06473 1.66987 2.06179 -0.10 0.04 0.03
H -1.40362 -1.07751 -2.90432 -0.07 -0.03 -0.04
H -1.22349 -2.45478 -1.82765 -0.06 -0.08 -0.08
H -2.76699 -1.59933 -1.90305 -0.07 -0.05 -0.01
H 3.46611 -0.80219 -1.22407 -0.02 -0.04 -0.01
H 2.60188 0.70264 -0.89869 0.01 0.03 0.00
H 2.77263 -0.51350 0.38168 -0.02 -0.03 0.02
H -3.14056 -0.00453 -0.12518 0.11 0.02 0.00
H 2.57320 -2.91764 -0.46581 0.10 -0.07 -0.08
```
Forces are in eV/Å.


A molecular structure, C12H12N3OS4Sr. Source: the OMol25 dataset; level of theory: ωB97M-V with the def2-TZVPD basis set.

The value obtained for the total energy is -2327.6125 a.u. The energy relative to the best compared isomer or geometry (same formula, charge and spin) is 0.0 kcal/mol. Its HOMO energy is -3.533 eV. The molar mass comes out at 430.1 g/mol. The net charge is -1.

```
33
Properties=species:S:1:pos:R:3:forces:R:3
Sr -0.92512 0.59861 0.72758 0.30 -0.05 0.21
S -3.53530 4.49764 2.58784 0.00 0.15 0.01
C -2.65930 3.24005 1.96331 -0.05 -0.24 -0.03
S -3.13422 2.49193 0.43414 0.00 0.10 0.09
S -1.30294 2.54326 2.81646 -0.11 0.15 0.03
S 3.15788 -2.52244 -0.02436 0.04 -0.12 0.02
C 1.97221 -3.07720 -1.12571 0.01 0.07 -0.04
C 0.83526 -2.32694 -1.04936 -0.06 -0.03 0.01
C 0.84274 -1.26594 -0.07757 0.02 -0.19 -0.06
C 2.06095 -1.28296 0.55307 -0.11 0.20 0.02
C 2.48627 -0.35848 1.61108 -0.01 -0.01 -0.03
C 3.74625 -0.43933 2.21751 0.00 0.01 0.02
C 4.09122 0.46257 3.20412 -0.01 -0.02 -0.02
C 3.17909 1.43865 3.57700 -0.01 0.01 0.01
C 1.95306 1.45775 2.93394 -0.01 -0.03 -0.04
N 1.60402 0.59069 1.98059 0.06 0.02 0.01
H 2.17870 -3.91756 -1.77453 0.01 0.04 0.03
H -0.01814 -2.53825 -1.68808 0.03 0.01 0.04
H 4.44264 -1.20845 1.90949 -0.02 0.01 0.00
H 5.06440 0.40491 3.67766 -0.01 0.00 -0.01
H 3.39966 2.17066 4.34219 0.01 -0.02 -0.02
H 1.20892 2.20598 3.18468 0.00 -0.02 -0.02
C -2.97659 -1.89293 -3.29093 -0.01 0.02 -0.02
N -2.99784 -0.44635 -3.37458 -0.04 -0.07 0.05
C -2.49332 0.30876 -2.36427 0.18 0.00 0.04
N -2.42790 1.65858 -2.57364 -0.11 -0.07 0.14
O -2.06287 -0.23236 -1.34015 -0.18 0.09 -0.38
H -3.42492 -2.29923 -4.19572 0.00 0.01 0.01
H -3.54385 -2.24006 -2.42825 0.00 0.00 0.01
H -1.95716 -2.26878 -3.19992 0.00 0.01 0.00
H -3.31756 -0.00319 -4.21446 0.02 0.00 -0.02
H -3.02115 2.04074 -3.29244 0.00 0.00 0.02
H -2.42512 2.20967 -1.70671 0.03 -0.05 -0.09
```
Forces are in eV/Å.


A single C12H12N4O4 molecule. Source: the OMol25 dataset; level of theory: ωB97M-V with the def2-TZVPD basis set.

The value obtained for the total energy is -984.4924 a.u. The energy relative to the best compared isomer or geometry (same formula, charge and spin) is 0.0 kcal/mol. Its HOMO energy is -9.350 eV. The molar mass comes out at 276.3 g/mol. As for the SMILES: O=C(O)CNC(=O)CCn1nnc2ccccc2c1=O.

```
32
Properties=species:S:1:pos:R:3:forces:R:3
O 5.24873 -3.70197 -2.55216 0.11 -0.07 0.09
C 4.26553 -3.16848 -2.12068 0.26 -0.20 0.00
O 3.45175 -2.41687 -2.86841 -0.47 0.44 -0.27
H 3.79549 -2.33874 -3.77235 0.17 -0.20 0.20
C 3.79260 -3.27279 -0.68203 0.04 0.06 0.10
N 2.51410 -2.65604 -0.44944 0.07 -0.44 -0.12
C 2.40726 -1.49750 0.25016 -0.63 -0.19 -0.12
O 3.34080 -0.99922 0.83656 0.28 0.31 0.19
C 0.99668 -0.93112 0.26309 0.19 0.32 0.16
H 0.63541 -0.83009 -0.76212 -0.03 -0.07 0.04
H 0.34446 -1.62440 0.80051 0.00 -0.02 -0.03
C 0.98153 0.43498 0.94707 0.47 -0.30 -0.12
N -0.36609 0.94773 1.07761 -0.34 0.35 -0.92
N -0.87481 0.92052 2.30620 0.66 -0.45 0.88
N -2.01750 1.33199 2.56010 -0.54 0.06 0.87
C -2.81563 1.85035 1.56913 0.02 0.24 -1.28
C -4.09319 2.32260 1.89148 0.13 -0.06 -0.01
C -4.89155 2.84547 0.90103 0.02 -0.03 0.12
C -4.44275 2.90969 -0.41971 0.11 -0.02 -0.12
C -3.18964 2.44790 -0.75392 0.05 -0.02 -0.02
C -2.36531 1.91453 0.23735 -0.23 0.01 0.46
C -1.02973 1.40683 -0.06090 -0.11 0.00 0.20
O -0.50405 1.35874 -1.15407 0.04 0.05 -0.13
H -2.81849 2.48649 -1.76671 0.01 0.01 -0.09
H -5.08528 3.32495 -1.18142 -0.04 0.03 -0.06
H -5.87775 3.21233 1.14405 -0.07 0.02 0.04
H -4.41930 2.26512 2.91753 -0.04 -0.01 0.12
H 1.56700 1.14059 0.35267 -0.07 -0.05 0.15
H 1.40471 0.36068 1.94922 -0.09 0.10 -0.15
H 1.74060 -2.96457 -1.01647 0.00 0.16 0.10
H 4.51828 -2.74988 -0.04764 -0.07 -0.17 -0.16
H 3.78612 -4.32982 -0.39576 0.09 0.15 -0.10
```
Forces are in eV/Å.


A molecular structure, C12H12N4O5S. Source: the OMol25 dataset; level of theory: ωB97M-V with the def2-TZVPD basis set.

The value obtained for the total energy is -1457.3889 a.u. The energy relative to the best compared isomer or geometry (same formula, charge and spin) is 303.1 kcal/mol. Its HOMO energy is -8.902 eV. The molar mass comes out at 324.3 g/mol.

```
34
Properties=species:S:1:pos:R:3:forces:R:3
C -5.59647 -0.43763 2.05182 -5.31 3.71 -3.63
C -4.26420 -0.14441 2.33056 3.16 4.89 -0.40
H -4.03993 -0.47867 3.28671 0.85 -0.18 2.04
H -3.93185 0.96445 2.11556 -1.52 -1.32 1.50
O -3.36961 -0.62975 1.41884 3.05 -6.63 -0.33
C -2.95436 -2.04454 1.81958 -1.10 -0.55 0.04
O -3.32327 -2.63019 2.87308 1.58 2.78 -4.44
N -2.19946 -2.69657 0.75941 -2.05 -2.30 4.55
C -1.45912 -2.32045 -0.36482 -3.58 -1.10 4.55
O -0.83234 -3.15349 -0.81018 4.83 -6.02 -3.82
C -1.49828 -1.07556 -0.84162 -3.45 11.17 -1.86
H -0.92881 -0.77227 -1.77985 -0.80 -0.98 1.32
H -2.69918 -0.44214 -0.80828 3.49 -2.75 -0.60
S -0.85758 0.07945 0.52786 0.29 0.24 -0.85
C 0.61633 0.57514 -0.28830 0.95 -0.60 5.84
N 1.11587 0.12667 -1.33043 -4.02 -1.84 -5.61
C 2.25043 0.68743 -1.44365 7.52 -2.76 -8.15
C 3.17853 0.51794 -2.62016 -15.43 -6.18 -0.78
C 4.25118 0.98769 -2.68436 18.16 7.20 2.56
C 4.85751 1.63257 -1.38654 -8.25 -2.47 -3.02
C 3.95641 1.90156 -0.38618 0.83 -7.48 -11.87
C 2.89083 1.14959 -0.39953 -8.56 -0.59 3.33
N 1.68891 1.05496 0.42294 1.45 3.76 6.51
H 1.73555 1.41877 1.46844 -0.76 -1.07 -3.07
H 4.21384 2.34005 0.29355 4.95 8.97 13.44
N 6.01122 2.25535 -1.37454 0.16 -1.84 -5.40
O 6.76533 2.34054 -2.24341 3.18 -1.75 -10.33
O 6.38708 2.72917 -0.46282 2.39 6.56 16.33
H 5.17726 1.02409 -3.34907 -2.11 -0.65 -0.19
H 2.78413 -0.01641 -3.50841 -0.14 0.31 0.62
H -2.03195 -3.78705 1.02002 -0.41 3.69 -0.83
H -5.84331 -0.05148 0.85238 0.53 -1.43 3.29
H -5.83655 -1.47057 2.17089 -0.60 -0.52 0.24
H -6.21417 0.36574 2.67052 0.73 -2.26 -0.99
```
Forces are in eV/Å.


A molecular structure, C12H12N6O2PtSe3Te2. Source: the OMol25 dataset; level of theory: ωB97M-V with the def2-TZVPD basis set.

The value obtained for the total energy is -8803.2036 a.u. The energy relative to the best compared isomer or geometry (same formula, charge and spin) is 0.1 kcal/mol. Its HOMO energy (alpha / beta) is -7.890 / -7.890 eV. The molar mass comes out at 959.4 g/mol.

```
38
Properties=species:S:1:pos:R:3:forces:R:3
Pt -0.31695 -1.49332 1.84118 -0.53 2.04 0.26
N 1.32593 -1.86839 3.54593 -0.09 -0.54 -0.38
C 1.48057 -0.57965 4.22774 -0.06 0.08 -0.08
C 1.15006 0.59541 3.30769 0.15 -0.02 0.06
O 1.73503 1.65098 3.40059 -0.05 -0.05 0.04
O 0.16765 0.39048 2.47037 0.06 -0.25 0.04
H 1.03865 -2.60735 4.17552 0.00 0.04 0.05
H 2.18130 -2.16693 3.09233 0.07 0.06 0.09
H 2.47901 -0.43789 4.63711 -0.01 0.00 0.00
H 0.74884 -0.53478 5.03533 0.03 -0.01 0.03
Se -1.95914 -1.75640 3.68343 0.16 -0.18 -0.26
Te -3.51136 0.09335 2.98435 -0.21 0.28 0.18
Te -2.08000 0.29329 0.69253 0.22 -0.95 0.09
Se -3.41481 -0.84255 -0.89326 -0.01 0.04 -0.09
N -1.05924 -3.05813 0.89256 0.38 -0.32 0.12
C -1.40371 -3.86200 0.12090 0.20 0.12 -0.02
N -1.88378 -4.74438 -0.63769 -0.51 -0.13 0.14
C -1.32050 -5.27594 -1.69952 0.30 0.00 -0.08
N -0.88024 -5.79298 -2.63661 -0.04 0.05 -0.02
C 2.01704 2.13057 -0.09256 0.02 0.03 0.01
N 1.13068 1.36419 -0.95605 -0.11 -0.04 0.08
C 0.84736 0.05784 -0.85358 0.24 0.04 -0.23
Se 1.66886 -1.18812 0.26351 -0.28 -0.29 -0.01
N -0.07705 -0.24517 -1.77995 0.15 -0.01 0.01
C -0.40049 0.88272 -2.51547 0.04 0.07 -0.02
C -1.26933 1.08714 -3.57735 -0.04 0.00 0.01
C -1.30820 2.36490 -4.10120 0.00 -0.03 -0.02
C -0.51826 3.39999 -3.58264 0.01 0.02 0.03
C 0.33806 3.19630 -2.51687 -0.04 0.00 0.02
C 0.37884 1.91076 -1.99335 -0.02 -0.02 -0.07
H 2.29400 1.52241 0.76200 0.00 -0.02 0.01
H 1.48432 3.00798 0.26876 0.00 0.00 0.00
H 2.90360 2.43377 -0.64785 0.00 -0.01 0.01
H -0.48164 -1.16599 -1.87539 -0.03 -0.02 -0.01
H -1.88571 0.28783 -3.96317 0.01 0.00 0.00
H -1.96216 2.57148 -4.93702 -0.02 0.01 0.01
H -0.58070 4.38292 -4.02902 -0.01 0.00 0.00
H 0.94347 3.99568 -2.11328 0.01 0.00 -0.01
```
Forces are in eV/Å.


A single C12H12N6O4 molecule. Source: the OMol25 dataset; level of theory: ωB97M-V with the def2-TZVPD basis set.

The value obtained for the total energy is -1093.5323 a.u. The energy relative to the best compared isomer or geometry (same formula, charge and spin) is 172.1 kcal/mol. Its HOMO energy is -7.746 eV. The molar mass comes out at 304.3 g/mol. As for the SMILES: C=N[N+]1([C@@H]2C(=[N+]([O-])[O-])C=C(C#N)c3no[n+]([O-])c32)CCCC1.

```
34
Properties=species:S:1:pos:R:3:forces:R:3
C -2.87708 0.65626 -1.03048 -0.25 0.32 0.15
C -2.74452 -0.84496 -0.75807 -0.11 -0.51 -0.18
C -1.23942 -1.13951 -0.78244 -0.16 -0.07 0.10
N -0.48598 0.22400 -0.82028 -2.26 -2.98 -2.04
N 0.71534 0.06540 -1.69407 0.89 0.32 2.41
C 1.36089 -1.03366 -1.53750 0.04 -0.63 -0.61
C -1.50937 1.16603 -1.48677 0.02 -0.17 0.01
H -3.61542 0.87547 -1.80796 0.11 -0.06 0.14
H -3.23012 1.16048 -0.12376 0.26 0.03 -0.13
H -3.23436 -1.16886 0.16532 0.23 0.28 -0.16
H -3.19194 -1.43169 -1.57521 0.06 0.22 0.29
H -0.83464 -1.81438 -0.00791 -0.31 0.65 -0.19
H -1.05977 -1.64348 -1.73533 0.36 0.40 0.09
H 2.46740 -0.95403 -1.54896 -0.66 -0.08 -1.18
H 0.95718 -2.08842 -1.47172 0.20 1.32 1.01
H -1.38017 1.09602 -2.58223 0.17 -0.20 0.61
H -1.26325 2.18542 -1.18239 -0.13 -0.38 -0.13
N 4.57096 -1.69197 2.33047 -1.75 1.17 -0.53
C 3.65157 -1.02465 2.04762 2.39 -0.72 0.38
C 2.54577 -0.22547 1.67188 -0.47 1.19 0.06
C 2.54299 0.91368 0.83248 -1.26 -1.15 0.24
C 1.32341 1.40335 0.27651 2.08 0.85 1.17
N 1.55463 2.40897 -0.75174 -0.48 0.27 -0.59
O 2.71250 2.59353 -1.17733 -1.77 -0.12 0.78
O 0.55878 3.00223 -1.25587 1.58 -0.79 1.07
C -0.06096 0.79908 0.58087 1.15 3.09 0.33
C 0.04931 -0.04237 1.81172 -0.43 -2.97 -0.67
N -0.95039 -0.93348 2.22268 2.42 1.25 0.17
O -2.16350 -0.83744 2.29636 0.76 -0.56 -0.32
O -0.26646 -2.06607 2.76000 -0.91 0.68 0.65
N 1.12985 -1.89173 2.75932 -1.40 2.74 -1.23
C 1.28416 -0.66127 2.18736 -0.14 -2.66 -0.55
H 3.49873 1.36051 0.53706 -0.61 -0.22 -0.09
H -0.81607 1.58302 0.85040 0.36 -0.51 -1.07
```
Forces are in eV/Å.